Here is 7 unconnected molecules or ions with the total composition C27H57N3O9P in a non-equilibrium geometry from the OMol25 dataset. Energies are from ωB97M-V/def2-TZVPD.

Each atom is followed by the atoms it is bonded to, with distances in Å.
Geometry (Å):
1 P -1.31 3.63 2.94  O3 1.587, O7 1.608, N12 1.551, C15 1.837
2 O 3.21 0.94 4.26  N11 1.282
3 O -2.47 2.55 2.80  P1 1.587, H59 0.979
4 O -3.87 -2.79 3.48  C33 1.210
5 O -4.78 1.88 1.33  C31 1.211
6 O 4.28 -2.31 -3.41  C38 1.210
7 O -1.97 5.04 3.32  P1 1.608, H47 0.972
8 O 4.14 -4.65 -8.12  C35 1.209
9 O 0.83 -2.06 0.53  C16 1.210
10 O -5.53 1.54 -4.37  C27 1.209
11 N 2.13 1.57 4.57  O2 1.282, C29 1.479, C37 1.486
12 N -0.44 3.79 1.66  P1 1.551, H74 1.014
13 N -1.26 3.60 5.57  C15 1.498, H79 1.016, H83 1.014
14 C 2.57 -2.89 -0.87  C16 1.506, H73 1.088, H75 1.089, H86 1.089
15 C -0.42 3.07 4.44  P1 1.837, N13 1.498, C22 1.548, C34 1.534
16 C 1.45 -1.96 -0.51  O9 1.210, C14 1.506, C26 1.509
17 C 4.31 -7.02 -8.03  C35 1.510, H42 1.091, H62 1.091, H65 1.087
18 C 2.22 -5.81 -8.92  C35 1.509, H57 1.087, H89 1.091, H93 1.091
19 C 0.86 0.39 2.74  C29 1.527, H55 1.079, H66 1.084, H69 1.085
20 C 5.27 -3.30 -5.34  C38 1.507, H56 1.086, H58 1.090, H71 1.091
21 C -3.27 -0.61 2.74  C33 1.507, H46 1.091, H49 1.091, H64 1.086
22 C -0.37 1.53 4.57  C15 1.548, C29 1.519, H60 1.082, H94 1.085
23 C -5.69 1.13 -0.73  C31 1.505, H44 1.091, H52 1.087, H91 1.091
24 C -3.20 1.98 -4.21  C27 1.509, H41 1.087, H67 1.091, H87 1.091
25 C 0.95 -0.50 5.04  C29 1.555, H70 1.081, H78 1.079, H96 1.082
26 C 1.12 -0.87 -1.50  C16 1.509, H43 1.088, H77 1.091, H80 1.091
27 C -4.63 2.33 -4.54  O10 1.209, C24 1.509, C39 1.510
28 C -1.54 -2.31 3.60  C33 1.511, H54 1.092, H84 1.087, H88 1.092
29 C 0.92 0.81 4.21  N11 1.479, C19 1.527, C22 1.519, C25 1.555
30 C 3.36 3.63 5.02  C37 1.559, H45 1.079, H51 1.081, H97 1.083
31 C -5.77 1.68 0.67  O5 1.211, C23 1.505, C36 1.507
32 C 5.82 -4.05 -2.94  C38 1.511, H48 1.091, H50 1.088, H61 1.091
33 C -2.98 -1.98 3.29  O4 1.210, C21 1.507, C28 1.511
34 C 0.93 3.79 4.56  C15 1.534, C37 1.531, H63 1.081, H92 1.083
35 C 3.61 -5.72 -8.34  O8 1.209, C17 1.510, C18 1.509
36 C -7.15 1.98 1.21  C31 1.507, H53 1.091, H82 1.091, H90 1.087
37 C 2.20 3.01 4.20  N11 1.486, C30 1.559, C34 1.531, C40 1.528
38 C 5.04 -3.13 -3.86  O6 1.210, C20 1.507, C32 1.511
39 C -4.90 3.72 -5.07  C27 1.510, H76 1.091, H81 1.087, H85 1.091
40 C 2.56 3.21 2.73  C37 1.528, H68 1.084, H72 1.081, H95 1.080
41 H -3.15 0.96 -3.84  C24 1.087
42 H 3.73 -7.60 -7.31  C17 1.091
43 H 0.30 -0.27 -1.12  C26 1.088
44 H -6.13 1.83 -1.44  C23 1.091
45 H 4.17 3.93 4.37  C30 1.079
46 H -2.94 0.16 3.45  C21 1.091
47 H -2.57 4.96 4.08  O7 0.972
48 H 6.89 -3.90 -3.09  C32 1.091
49 H -2.73 -0.46 1.80  C21 1.091
50 H 5.57 -3.83 -1.91  C32 1.088
51 H 3.74 2.89 5.72  C30 1.081
52 H -4.65 0.96 -0.99  C23 1.087
53 H -7.65 2.72 0.58  C36 1.091
54 H -1.15 -1.61 4.34  C28 1.092
55 H 1.77 -0.10 2.43  C19 1.079
56 H 4.65 -2.59 -5.88  C20 1.086
57 H 1.83 -4.81 -9.09  C18 1.087
58 H 5.00 -4.31 -5.65  C20 1.090
59 H -2.90 2.71 1.94  O3 0.979
60 H -1.16 1.09 3.97  C22 1.082
61 H 5.58 -5.09 -3.16  C32 1.091
62 H 4.42 -7.61 -8.94  C17 1.091
63 H 0.90 4.69 3.96  C34 1.081
64 H -4.33 -0.49 2.57  C21 1.086
65 H 5.30 -6.82 -7.62  C17 1.087
66 H 0.09 -0.37 2.68  C19 1.084
67 H -2.59 2.07 -5.11  C24 1.091
68 H 2.71 4.28 2.61  C40 1.084
69 H 0.57 1.19 2.07  C19 1.085
70 H 1.54 -0.33 5.93  C25 1.081
71 H 6.32 -3.12 -5.58  C20 1.091
72 H 3.51 2.73 2.50  C40 1.081
73 H 3.49 -2.33 -1.00  C14 1.088
74 H -0.49 4.75 1.32  N12 1.014
75 H 2.70 -3.62 -0.07  C14 1.089
76 H -4.35 3.87 -6.00  C39 1.091
77 H 1.99 -0.23 -1.66  C26 1.091
78 H 1.42 -1.28 4.45  C25 1.079
79 H -2.16 3.13 5.56  N13 1.016
80 H 0.84 -1.31 -2.46  C26 1.091
81 H -5.96 3.84 -5.26  C39 1.087
82 H -7.75 1.07 1.23  C36 1.091
83 H -0.79 3.34 6.43  N13 1.014
84 H -1.47 -3.32 3.98  C28 1.087
85 H -4.57 4.47 -4.35  C39 1.091
86 H 2.34 -3.41 -1.80  C14 1.089
87 H -2.81 2.66 -3.45  C24 1.091
88 H -0.94 -2.23 2.69  C28 1.092
89 H 1.56 -6.34 -8.23  C18 1.091
90 H -7.06 2.37 2.22  C36 1.087
91 H -6.23 0.18 -0.79  C23 1.091
92 H 0.99 4.10 5.59  C34 1.083
93 H 2.25 -6.35 -9.87  C18 1.091
94 H -0.63 1.30 5.60  C22 1.085
95 H 1.77 2.93 2.04  C40 1.080
96 H -0.05 -0.79 5.31  C25 1.082
97 H 3.04 4.49 5.58  C30 1.083

Calculated values
Energy (eV): -61109.48864
Orbital gap (spin up / spin down) (eV): 8.582 / 9.261
Multiplicity: 2
Charge: 0
LUMO level (spin up / spin down) (eV): 0.46 / 0.46

***

Here is 6 unconnected molecules or ions with the total composition C27H57N3O9P3 in a non-equilibrium geometry from the OMol25 dataset. Energies are from ωB97M-V/def2-TZVPD.

Each atom is followed by the atoms it is bonded to, with distances in Å.
Geometry (Å):
1 P -2.03 -2.73 -3.49  O10 1.529, C23 1.862, H46 1.430, H75 1.421
2 P 0.78 -3.32 -1.16  O6 1.713, N14 1.742, C26 1.906
3 P 0.86 -0.12 0.95  C17 1.899, C32 1.864, C37 1.869
4 O 3.21 1.36 -4.19  N13 1.166
5 O -2.62 2.22 -7.87  C30 1.436, C34 1.429
6 O 2.32 -2.59 -0.97  P2 1.713, H64 0.963
7 O -2.42 4.69 2.63  C16 1.433, C38 1.433
8 O 0.91 -0.61 10.55  C29 1.434, C33 1.435
9 O 1.35 0.49 -4.60  N13 1.390, C20 1.421
10 O -1.40 -2.87 -4.87  P1 1.529
11 O 0.25 -0.50 5.62  C25 1.437, C35 1.437
12 O -0.25 -2.30 -9.23  C19 1.435, C21 1.434
13 N 2.72 0.33 -4.42  O4 1.166, O9 1.390
14 N 0.80 -3.90 -2.80  P2 1.742, H50 1.016, H80 1.011
15 N 0.81 -0.31 -1.97  C36 1.303, C37 1.479, H57 1.017
16 C -1.27 4.83 3.48  O7 1.433, C42 1.519, H82 1.092, H85 1.095
17 C -0.60 0.52 1.98  P3 1.899, H60 1.109, H77 1.115, H95 1.115
18 C -0.83 1.10 7.00  C25 1.519, C28 1.518, H49 1.094, H55 1.090
19 C -0.34 -3.38 -8.30  O12 1.435, C39 1.519, H89 1.091, H91 1.096
20 C 0.70 -0.76 -4.40  O9 1.421, C36 1.541, H78 1.109, H99 1.103
21 C 1.11 -2.14 -9.65  O12 1.434, C22 1.519, H47 1.095, H88 1.092
22 C 1.95 -3.00 -8.72  C21 1.519, C39 1.519, H68 1.090, H87 1.095
23 C -1.13 -1.50 -2.42  P1 1.862, C26 1.599, C36 1.544, H45 1.114
24 C 2.42 -0.39 12.36  C27 1.518, C33 1.518, H48 1.089, H74 1.094
25 C 0.31 0.88 6.02  O11 1.437, C18 1.519, H51 1.095, H59 1.093
26 C -0.52 -1.94 -1.01  P2 1.906, C23 1.599, C37 1.577, H62 1.105
27 C 1.47 0.80 12.37  C24 1.518, C29 1.518, H56 1.093, H94 1.090
28 C -0.95 -0.26 7.66  C18 1.518, C35 1.517, H67 1.090, H70 1.093
29 C 0.92 0.77 10.96  O8 1.434, C27 1.518, H52 1.092, H97 1.096
30 C -2.43 1.50 -9.10  O5 1.436, C40 1.518, H65 1.090, H72 1.095
31 C -1.00 0.54 -7.49  C34 1.521, C40 1.514, H66 1.095, H76 1.092
32 C 1.47 -1.62 1.86  P3 1.864, H54 1.110, H83 1.105, H92 1.109
33 C 1.66 -1.38 11.49  O8 1.435, C24 1.518, H43 1.091, H44 1.095
34 C -1.64 1.79 -6.92  O5 1.429, C31 1.521, H69 1.096, H71 1.094
35 C -0.66 -1.19 6.50  O11 1.437, C28 1.517, H61 1.096, H81 1.091
36 C 0.15 -0.83 -2.97  N15 1.303, C20 1.541, C23 1.544
37 C 0.07 -0.51 -0.70  P3 1.869, N15 1.479, C26 1.577, H58 1.117
38 C -2.24 5.50 1.47  O7 1.433, C41 1.519, H93 1.091, H96 1.096
39 C 0.99 -4.12 -8.37  C19 1.519, C22 1.519, H53 1.090, H86 1.093
40 C -1.09 0.80 -8.98  C30 1.518, C31 1.514, H79 1.094, H84 1.087
41 C -1.05 6.40 1.74  C38 1.519, C42 1.519, H63 1.090, H90 1.093
42 C -0.20 5.54 2.66  C16 1.519, C41 1.519, H73 1.090, H98 1.094
43 H 2.33 -2.06 10.96  C33 1.091
44 H 0.96 -1.98 12.09  C33 1.095
45 H -1.87 -0.68 -2.26  C23 1.114
46 H -3.40 -2.32 -3.57  P1 1.430
47 H 1.19 -2.49 -10.68  C21 1.095
48 H 2.64 -0.78 13.36  C24 1.089
49 H -1.75 1.34 6.46  C18 1.094
50 H 1.67 -3.64 -3.26  N14 1.016
51 H 1.28 1.06 6.48  C25 1.095
52 H -0.09 1.17 10.90  C29 1.092
53 H 1.24 -4.63 -7.44  C39 1.090
54 H 2.50 -1.81 1.50  C32 1.110
55 H -0.63 1.91 7.70  C18 1.090
56 H 0.67 0.63 13.10  C27 1.093
57 H 1.70 0.17 -2.06  N15 1.017
58 H -0.76 0.23 -0.76  C37 1.117
59 H 0.23 1.52 5.13  C25 1.093
60 H -0.92 1.53 1.64  C17 1.109
61 H -1.57 -1.42 5.93  C35 1.096
62 H -1.33 -2.29 -0.36  C26 1.105
63 H -0.53 6.71 0.83  C41 1.090
64 H 2.90 -3.21 -1.42  O6 0.963
65 H -2.47 2.20 -9.94  C30 1.090
66 H -1.59 -0.34 -7.23  C31 1.095
67 H -1.92 -0.44 8.12  C28 1.090
68 H 2.88 -3.34 -9.17  C22 1.090
69 H -0.91 2.59 -6.79  C34 1.096
70 H -0.18 -0.37 8.43  C28 1.093
71 H -2.13 1.61 -5.95  C34 1.094
72 H -3.25 0.78 -9.20  C30 1.095
73 H 0.50 6.10 3.27  C42 1.090
74 H 3.36 -0.11 11.89  C24 1.094
75 H -2.01 -4.00 -2.86  P1 1.421
76 H 0.02 0.38 -7.13  C31 1.092
77 H -1.50 -0.12 1.83  C17 1.115
78 H 1.38 -1.63 -4.53  C20 1.109
79 H -0.28 1.47 -9.29  C40 1.094
80 H 0.64 -4.90 -2.86  N14 1.011
81 H -0.20 -2.13 6.82  C35 1.091
82 H -0.95 3.85 3.83  C16 1.092
83 H 1.55 -1.44 2.95  C32 1.105
84 H -1.03 -0.11 -9.58  C40 1.087
85 H -1.56 5.43 4.35  C16 1.095
86 H 0.98 -4.86 -9.17  C39 1.093
87 H 2.21 -2.43 -7.81  C22 1.095
88 H 1.39 -1.09 -9.62  C21 1.092
89 H -1.18 -4.02 -8.56  C19 1.091
90 H -1.37 7.30 2.27  C41 1.093
91 H -0.51 -2.96 -7.30  C19 1.096
92 H 0.91 -2.56 1.65  C32 1.109
93 H -3.16 6.06 1.27  C38 1.091
94 H 1.96 1.74 12.62  C27 1.090
95 H -0.39 0.55 3.08  C17 1.115
96 H -2.05 4.84 0.62  C38 1.096
97 H 1.56 1.32 10.27  C29 1.096
98 H 0.36 4.81 2.07  C42 1.094
99 H -0.13 -0.89 -5.12  C20 1.103

Calculated values
Energy (eV): -79675.47395
Orbital gap (eV): 6.726
Multiplicity: 1
Charge: +1
LUMO level (eV): -4.18